# 1
{
  "formula": "C13H13BN2O",
  "method": "ωB97M-V/def2-TZVPD",
  "elements": ["C", "C", "N", "C", "C", "C", "C", "C", "C", "N", "B", "C", "O", "C", "C", "C", "C", "H", "H", "H", "H", "H", "H", "H", "H", "H", "H", "H", "H", "H"],
  "coordinates": [[6.442654, -2.344737, 0.160147], [5.467700, -1.668024, -0.012711], [4.175620, -1.142129, -0.040633], [3.297917, -1.659133, -0.943915], [1.978175, -1.208218, -1.001355], [1.532360, -0.191611, -0.103304], [0.094444, 0.244160, -0.165677], [-0.600470, 0.485735, 1.062503], [-1.942338, 0.849612, 1.003839], [-2.614411, 0.989655, -0.171081], [-4.094209, 1.371773, -0.062016], [-5.114904, 0.422166, 0.693668], [-4.479791, 2.559331, -0.593649], [-1.970822, 0.804850, -1.337862], [-0.618101, 0.428038, -1.375010], [2.477865, 0.335852, 0.820631], [3.778353, -0.169303, 0.815501], [7.228045, -3.059061, 0.388024], [3.608863, -2.449410, -1.632774], [1.245557, -1.628672, -1.697226], [-0.039518, 0.365797, 1.993683], [-2.487612, 1.016452, 1.943113], [-6.121285, 0.441913, 0.247669], [-4.714080, -0.606632, 0.788546], [-5.218287, 0.783267, 1.742364], [-5.371737, 2.496715, -0.972818], [-2.500341, 0.926619, -2.291088], [-0.093395, 0.272737, -2.326193], [2.156522, 1.110282, 1.523065], [4.497223, 0.221966, 1.544561]],
  "atomic_forces_ev_per_a": [[-0.33, -0.22, 0.16], [-0.27, -0.28, 0.53], [0.04, -0.09, -0.55], [-1.34, 0.03, -0.53], [0.11, 0.86, 0.96], [0.83, -0.55, -0.53], [-0.87, 0.53, 0.74], [0.35, -0.05, -1.49], [0.62, -0.32, 0.62], [1.01, 0.22, 0.62], [-2.25, 0.41, 0.13], [1.12, -0.20, 0.24], [0.93, -1.24, -0.74], [0.96, -0.26, -0.56], [0.29, -0.20, 0.76], [-0.67, -0.83, -0.93], [-0.42, 0.86, 0.79], [-0.17, 0.65, -0.32], [0.37, 0.35, 0.49], [0.63, -0.08, 0.16], [-0.67, 0.11, -0.15], [0.03, -0.04, -0.64], [0.40, -0.11, 0.15], [-0.54, 0.37, -0.18], [-0.03, -0.03, -0.54], [-0.02, 0.49, 0.54], [-0.08, 0.11, 0.67], [-0.53, 0.19, 0.33], [0.52, -0.26, -0.21], [-0.03, -0.40, -0.53]],
  "e_tot_ev": -19379.8352,
  "max_force_ev_per_a": 2.3,
  "lumo_ev": -8.46,
  "charge": 2,
  "homo_energy_ev": -16.87,
  "spin_multiplicity": 1
}

=====

# 2
{
  "formula": "C4H3LaLi2O2",
  "method": "ωB97M-V/def2-TZVPD",
  "elements": ["C", "O", "Li", "La", "C", "C", "C", "O", "Li", "H", "H", "H"],
  "coordinates": [[-0.967520, -0.377923, -0.085982], [-1.835910, 0.178725, 0.569849], [-3.420522, -0.571070, 1.347314], [2.379352, 2.065991, 0.389107], [1.452859, -1.537981, 0.278989], [1.484545, -0.303353, -0.200988], [0.169511, 0.353770, -0.733570], [0.166588, 1.714547, -0.418416], [-1.359665, 2.280538, 0.400848], [-0.170987, -1.568277, 0.428642], [0.111689, 0.152083, -1.819542], [1.990058, -2.387053, -0.156250]],
  "atomic_forces_ev_per_a": [[1.51, -2.58, 2.61], [-0.15, 0.54, -0.61], [-0.35, -0.32, 0.12], [-0.76, -1.26, -0.91], [-0.82, 1.79, -2.26], [-0.92, -0.34, 0.70], [1.39, 0.16, -0.10], [1.02, 1.27, 0.53], [-0.58, 0.05, -0.23], [-0.63, 0.84, -1.20], [0.11, 0.19, 0.15], [0.18, -0.36, 1.21]],
  "e_tot_ev": -9528.1955,
  "max_force_ev_per_a": 4.0,
  "lumo_ev": [-12.20, -12.19],
  "charge": 3,
  "homo_energy_ev": [-17.56, -20.49],
  "spin_multiplicity": 2,
  "s_squared": 0.78
}

=====

# 3
{
  "formula": "C5H8O",
  "method": "ωB97M-V/def2-TZVPD",
  "elements": ["C", "C", "C", "C", "C", "O", "H", "H", "H", "H", "H", "H", "H", "H"],
  "coordinates": [[1.457246, 0.900077, 1.105058], [0.469795, 1.209897, -0.018604], [1.465202, 0.113876, -0.156386], [-2.155596, 0.986082, -0.390934], [1.523565, -1.311854, -0.537554], [1.413527, 1.219044, -1.053640], [2.207571, 1.664860, 1.273472], [1.081784, 0.421048, 1.999636], [-2.359887, 1.187887, 0.637273], [-2.109217, -0.027307, -0.727696], [-2.181914, 1.775762, -1.103644], [0.647006, -1.864080, -0.186533], [2.414838, -1.782668, -0.116916], [1.571851, -1.390737, -1.622792]],
  "atomic_forces_ev_per_a": [[0.25, 0.10, -0.01], [-1.33, -1.17, -0.24], [-0.60, 0.72, 0.89], [1.93, -0.09, 0.35], [-0.22, -0.29, 0.00], [0.34, 0.63, -0.80], [0.15, 0.05, 0.07], [-0.15, -0.09, -0.03], [-0.19, 0.09, 0.33], [-0.09, -0.33, -0.13], [-0.08, 0.38, -0.32], [0.07, -0.01, -0.02], [-0.04, 0.02, -0.10], [-0.04, 0.00, 0.01]],
  "e_tot_ev": -7354.9095,
  "max_force_ev_per_a": 2.0,
  "lumo_ev": [0.13, -0.66],
  "homo_energy_ev": [-8.24, -7.82],
  "e_above_lowest_kj_mol": 708.76,
  "spin_multiplicity": 1
}